A.
Below is a single C4H6F2 molecule, with properties calculated with ωB97M-V/def2-TZVPD.

The highest occupied orbital energy (spin up / spin down) comes out at -8.31 / -8.60 eV. The LUMO energy (spin up / spin down) comes out at 0.242 / 0.245 eV. Its frontier orbital gap (spin up / spin down) is 0.31421 / 0.32516 Eh.

Positions of all 12 atoms, in Å:
C (0.12, 0.89, -0.23)
C (-2.24, 0.53, -0.06)
C (-1.04, 1.16, 0.67)
C (0.91, -0.35, -0.13)
F (-2.66, 1.13, -1.18)
F (-1.25, 2.50, 0.88)
H (0.17, 1.45, -1.15)
H (-2.27, -0.54, -0.16)
H (-0.93, 0.69, 1.65)
H (0.72, -1.03, -0.96)
H (0.73, -0.86, 0.81)
H (1.97, -0.08, -0.20)

=====

B.
Below is C4H6F2 as an isolated structure, with properties calculated with ωB97M-V/def2-TZVPD.

The highest occupied orbital energy comes out at -9.97 eV. The LUMO energy comes out at 0.915 eV. Its frontier orbital gap is 0.39988 Eh.

Positions of all 12 atoms, in Å:
C (1.25, -0.80, -0.86)
C (0.40, 0.24, -0.13)
C (-0.13, 0.62, 1.17)
C (-1.04, 0.01, 0.21)
H (0.35, -1.73, -0.52)
H (1.64, -0.47, -2.14)
H (2.31, -1.10, 0.04)
H (0.00, 1.79, 1.14)
H (0.04, -0.03, 2.19)
H (-1.87, 0.72, -0.02)
F (0.77, 1.35, -0.74)
F (-1.36, -1.31, 0.40)

=====

Energy comparison, zero being the most stable, in eV: A 0.000; B 2.271.

=====

A.
Below is a single C11H14O molecule, with properties calculated with ωB97M-V/def2-TZVPD.

The highest occupied orbital energy comes out at -8.24 eV. The LUMO energy comes out at 0.843 eV. Its SMILES is C=C(Cc1cccc(C)c1)OC. Its frontier orbital gap is 0.33390 Eh.

Positions of all 26 atoms, in Å:
C (-2.51, -0.71, -0.23)
C (-1.89, -0.79, 0.98)
C (-0.56, -0.15, 1.25)
C (0.17, -0.09, -0.08)
C (1.08, -1.07, -0.50)
C (2.07, -0.83, -1.37)
C (2.28, 0.47, -1.78)
C (1.44, 1.53, -1.38)
C (1.73, 2.88, -1.92)
C (0.32, 1.19, -0.63)
O (-2.60, -1.55, 1.90)
C (-1.91, -2.02, 2.97)
H (-2.19, -0.15, -1.09)
H (-3.40, -1.33, -0.45)
H (0.12, -0.69, 2.00)
H (-0.89, 0.88, 1.51)
H (0.89, -2.07, -0.13)
H (2.62, -1.57, -1.98)
H (3.15, 0.74, -2.43)
H (0.87, 3.44, -2.24)
H (2.32, 3.39, -1.18)
H (2.34, 2.84, -2.83)
H (-0.30, 1.99, -0.25)
H (-0.93, -2.54, 2.83)
H (-1.67, -1.04, 3.49)
H (-2.55, -2.75, 3.54)

=====

B.
Below is a single C11H14O molecule, with properties calculated with ωB97M-V/def2-TZVPD.

The highest occupied orbital energy comes out at -8.64 eV. The LUMO energy comes out at 0.867 eV. Its SMILES is OC[C@@H]1CCCc2ccccc21. Its frontier orbital gap is 0.34940 Eh.

Positions of all 26 atoms, in Å:
O (-2.83, 0.24, 0.16)
C (-2.23, -0.56, -0.78)
C (-0.80, -1.15, -0.62)
C (-0.59, -2.10, 0.59)
C (-0.30, -1.33, 1.82)
C (1.13, -0.75, 1.68)
C (1.06, 0.23, 0.60)
C (2.00, 1.30, 0.55)
C (2.04, 2.16, -0.56)
C (1.20, 1.92, -1.63)
C (0.28, 0.74, -1.70)
C (0.27, 0.00, -0.55)
H (-2.77, 0.86, 0.97)
H (-2.82, -1.52, -0.90)
H (-2.48, -0.04, -1.70)
H (-0.68, -1.64, -1.58)
H (-1.37, -2.86, 0.74)
H (0.31, -2.73, 0.28)
H (-1.04, -0.50, 1.93)
H (-0.39, -1.88, 2.72)
H (1.46, -0.27, 2.72)
H (1.79, -1.63, 1.47)
H (2.59, 1.58, 1.45)
H (2.72, 2.92, -0.61)
H (1.10, 2.55, -2.43)
H (-0.10, 0.52, -2.70)

=====

Energy comparison, zero being the most stable, in eV: A 0.246; B 0.000.

=====

A.
Below is a 2-piece molecular cluster, C2H3N3O2 overall, with properties calculated with ωB97M-V/def2-TZVPD.

The highest occupied orbital energy (spin up / spin down) comes out at -9.84 / -9.85 eV. The LUMO energy (spin up / spin down) comes out at -2.990 / -2.987 eV. Its frontier orbital gap (spin up / spin down) is 0.25191 / 0.25233 Eh.

Positions of all 10 atoms, in Å:
C (1.45, -1.54, -0.56)
C (-0.14, 0.30, 0.53)
N (1.96, -2.39, -1.14)
N (0.30, 1.51, 0.19)
N (-1.22, -0.38, -0.06)
O (-1.60, 0.14, -1.11)
O (-1.78, -1.32, 0.51)
H (0.13, -0.31, 1.41)
H (-0.03, 1.95, -0.63)
H (0.93, 2.02, 0.85)

=====

B.
Below is a single C2H3N3O2 molecule, with properties calculated with ωB97M-V/def2-TZVPD.

The highest occupied orbital energy comes out at -9.77 eV. The LUMO energy comes out at 0.654 eV. Its SMILES is O=C1NN=CNO1. Its frontier orbital gap is 0.38290 Eh.

Positions of all 10 atoms, in Å:
O (0.03, 0.98, -2.34)
C (-0.02, 0.50, -1.22)
N (-0.48, -0.74, -0.92)
N (-0.03, -1.34, 0.26)
C (0.09, -0.54, 1.21)
N (-0.13, 0.82, 1.04)
O (0.49, 1.22, -0.20)
H (-0.62, -1.30, -1.77)
H (0.33, -0.93, 2.18)
H (0.35, 1.32, 1.76)

=====

C.
Below is a single C2H3N3O2 molecule, with properties calculated with ωB97M-V/def2-TZVPD.

The highest occupied orbital energy (spin up / spin down) comes out at -7.98 / -8.68 eV. The LUMO energy (spin up / spin down) comes out at -0.070 / 0.084 eV. Its frontier orbital gap (spin up / spin down) is 0.29069 / 0.32194 Eh.

Positions of all 10 atoms, in Å:
C (-0.64, 0.10, -1.59)
C (-1.00, 0.83, 0.58)
N (-1.31, 0.71, -0.79)
N (0.29, 0.41, 0.88)
N (1.13, -0.17, 0.02)
O (-1.73, 1.34, 1.39)
O (1.37, -1.50, 0.43)
H (-0.59, -0.07, -2.64)
H (0.38, 0.15, 1.86)
H (2.09, -1.80, -0.14)

=====

D.
Below is a 2-piece molecular cluster, C2H3N3O2 overall, with properties calculated with ωB97M-V/def2-TZVPD.

The highest occupied orbital energy (spin up / spin down) comes out at -9.90 / -10.36 eV. The LUMO energy (spin up / spin down) comes out at -1.326 / -2.189 eV. Its frontier orbital gap (spin up / spin down) is 0.31497 / 0.30045 Eh.

Positions of all 10 atoms, in Å:
C (-0.62, 1.24, -0.23)
C (-1.26, -0.15, -0.21)
N (0.56, 1.10, 0.28)
N (-0.29, -0.95, 0.29)
N (0.79, -0.17, 0.62)
O (-2.39, -0.53, -0.40)
O (2.25, -0.82, -0.56)
H (-1.10, 2.09, -0.60)
H (-0.54, -1.74, 0.85)
H (2.59, -0.08, -0.05)

=====

Energy comparison, zero being the most stable, in eV: A 4.583; B 0.000; C 2.908; D 2.695.

=====

A.
Below is C2H3N3O2 as an isolated structure, with properties calculated with ωB97M-V/def2-TZVPD.

The highest occupied orbital energy comes out at -9.78 eV. The LUMO energy comes out at 0.098 eV. Its frontier orbital gap is 0.36292 Eh.

Positions of all 10 atoms, in Å:
N (1.13, -0.62, -1.00)
C (1.00, 0.71, -1.03)
N (1.51, 1.80, -1.44)
O (0.07, 1.49, -0.55)
C (-1.98, -0.56, 1.46)
O (-3.11, -0.84, 1.56)
N (-0.77, -0.40, 1.38)
H (0.56, -1.10, -0.31)
H (2.02, -1.02, -1.25)
H (-0.38, 0.52, 1.22)

=====

B.
Below is a single C2H3N3O2 molecule, with properties calculated with ωB97M-V/def2-TZVPD.

The highest occupied orbital energy comes out at -9.52 eV. The LUMO energy comes out at 0.497 eV. Its SMILES is Nc1noc(=O)[nH]1. Its frontier orbital gap is 0.36818 Eh.

Positions of all 10 atoms, in Å:
N (-1.85, 0.11, 0.01)
C (-0.53, -0.13, 0.34)
N (-0.07, -1.26, 0.73)
O (1.28, -1.23, 0.36)
C (1.63, 0.00, -0.11)
O (2.73, 0.29, -0.50)
N (0.47, 0.76, -0.07)
H (-1.83, 0.50, -0.92)
H (-2.36, -0.77, 0.00)
H (0.52, 1.75, 0.16)

=====

Energy comparison, zero being the most stable, in eV: A 1.857; B 0.000.

=====

A.
Below is a single C2H3N3O2 molecule, with properties calculated with ωB97M-V/def2-TZVPD.

The highest occupied orbital energy comes out at -9.38 eV. The LUMO energy comes out at 0.735 eV. Its SMILES is [H]/N=c1\ocnn1O. Its frontier orbital gap is 0.37182 Eh.

Positions of all 10 atoms, in Å:
H (0.46, 2.48, -0.39)
N (0.96, 1.63, 0.07)
C (0.16, 0.73, 0.02)
O (-1.18, 0.85, -0.05)
C (-1.58, -0.40, -0.03)
N (-0.71, -1.37, 0.01)
N (0.43, -0.55, 0.34)
O (1.66, -0.94, -0.29)
H (-2.68, -0.45, -0.33)
H (2.14, -1.21, 0.44)

=====

B.
Below is a single C2H3N3O2 molecule, with properties calculated with ωB97M-V/def2-TZVPD.

The highest occupied orbital energy comes out at -10.67 eV. The LUMO energy comes out at 0.585 eV. Its SMILES is COc1nnno1. Its frontier orbital gap is 0.41370 Eh.

Positions of all 10 atoms, in Å:
C (-1.66, 0.22, 0.05)
O (-0.72, -0.89, -0.09)
C (0.55, -0.52, -0.03)
N (1.59, -1.29, -0.04)
N (2.70, -0.45, 0.06)
N (2.26, 0.77, -0.04)
O (0.94, 0.77, -0.09)
H (-1.75, 0.78, -0.89)
H (-2.57, -0.24, 0.22)
H (-1.33, 0.85, 0.86)

=====

Energy comparison, zero being the most stable, in eV: A 0.767; B 0.000.